{"formula": "C45H116N4O15", "method": "ωB97M-V with the def2-TZVPD basis set", "symbols": ["C", "O", "C", "C", "N", "C", "C", "O", "C", "H", "H", "H", "H", "H", "H", "H", "H", "H", "H", "H", "H", "H", "H", "H", "C", "O", "C", "C", "N", "C", "C", "O", "C", "H", "H", "H", "H", "H", "H", "H", "H", "H", "H", "H", "H", "H", "H", "H", "C", "O", "C", "C", "N", "C", "C", "O", "C", "H", "H", "H", "H", "H", "H", "H", "H", "H", "H", "H", "H", "H", "H", "H", "C", "O", "C", "C", "N", "C", "C", "O", "C", "H", "H", "H", "H", "H", "H", "H", "H", "H", "H", "H", "H", "H", "H", "H", "C", "C", "C", "O", "H", "H", "H", "H", "H", "H", "H", "H", "C", "C", "C", "O", "H", "H", "H", "H", "H", "H", "H", "H", "C", "C", "C", "O", "H", "H", "H", "H", "H", "H", "H", "H", "C", "C", "C", "O", "H", "H", "H", "H", "H", "H", "H", "H", "C", "C", "C", "O", "H", "H", "H", "H", "H", "H", "H", "H", "C", "C", "C", "O", "H", "H", "H", "H", "H", "H", "H", "H", "C", "C", "C", "O", "H", "H", "H", "H", "H", "H", "H", "H"], "coordinates": [[5.0660, 2.6434, 8.5951], [4.6942, 1.9743, 7.4177], [4.5244, 0.5935, 7.6415], [4.1219, -0.0565, 6.3370], [3.5808, -1.3922, 6.5374], [2.8838, -1.8684, 5.3529], [2.2074, -3.1872, 5.6646], [1.1390, -2.9085, 6.5612], [0.0449, -3.8087, 6.4111], [4.3414, 2.4264, 9.3875], [5.1620, 3.7124, 8.4198], [6.0498, 2.3325, 8.9731], [3.7162, 0.4394, 8.3770], [5.4261, 0.1596, 8.0924], [4.9650, -0.0859, 5.6429], [3.3669, 0.5949, 5.8687], [2.9265, -1.4139, 7.3121], [3.5942, -2.0562, 4.5432], [2.1115, -1.1686, 5.0066], [2.8769, -3.9237, 6.1125], [1.7949, -3.5870, 4.7307], [0.3939, -4.7929, 6.7346], [-0.2285, -3.8404, 5.3525], [-0.8029, -3.4832, 7.0044], [-0.2163, -1.4269, 3.1968], [-0.8713, -1.1962, 1.9673], [-1.5284, -2.3036, 1.4285], [-2.1345, -1.9424, 0.0875], [-1.0822, -1.9114, -0.9311], [-1.5558, -1.5899, -2.2738], [-0.3855, -1.4377, -3.2347], [0.5194, -0.4201, -2.8585], [0.0053, 0.8794, -3.0590], [0.2254, -0.4735, 3.4797], [0.5776, -2.1619, 3.0092], [-0.8793, -1.8255, 3.9716], [-2.3526, -2.6747, 2.0581], [-0.8752, -3.1756, 1.2973], [-2.6358, -0.9729, 0.2208], [-2.9008, -2.6413, -0.2505], [-0.3936, -1.2082, -0.6729], [-2.1393, -0.6566, -2.2495], [-2.2976, -2.3086, -2.6341], [-0.7812, -1.2008, -4.2297], [0.1389, -2.3943, -3.2604], [-0.7997, 1.1428, -2.3639], [-0.4136, 0.9798, -4.0693], [0.8484, 1.5579, -2.9480], [0.8437, 1.3372, 1.1069], [1.2444, 2.6848, 0.8978], [1.2942, 3.3337, 2.1548], [1.7756, 4.7596, 1.9591], [3.2149, 4.7906, 1.6931], [3.7013, 6.1426, 1.4172], [5.1589, 6.0685, 1.0016], [5.1850, 5.3687, -0.2241], [6.5044, 5.0657, -0.6263], [1.5125, 0.8391, 1.8149], [0.9103, 0.8250, 0.1484], [-0.1794, 1.2983, 1.4880], [2.0505, 2.8364, 2.7806], [0.3481, 3.2485, 2.7002], [1.4503, 5.4881, 2.7018], [1.2400, 5.0953, 1.0546], [3.3049, 4.3290, 0.7890], [3.5611, 6.7839, 2.2888], [3.2063, 6.6437, 0.5713], [5.7753, 5.5757, 1.7562], [5.4884, 7.1016, 0.8425], [7.1006, 5.9892, -0.6258], [6.5942, 4.6460, -1.6236], [6.9446, 4.3990, 0.1237], [-4.6208, -3.1695, -5.8297], [-4.8829, -1.8601, -5.3885], [-3.7351, -1.0347, -5.5196], [-4.0468, 0.3667, -5.0172], [-4.2764, 0.2809, -3.5854], [-4.3455, 1.5335, -2.8382], [-4.6158, 1.2302, -1.3912], [-5.8602, 0.6073, -1.2180], [-6.4035, 0.6464, 0.0693], [-5.4688, -3.7792, -5.5068], [-3.7649, -3.6519, -5.3410], [-4.5131, -3.2394, -6.9134], [-3.3875, -1.0621, -6.5583], [-2.9314, -1.4094, -4.8772], [-4.8067, 0.9639, -5.5348], [-3.1118, 0.9047, -5.2294], [-5.1196, -0.2528, -3.4066], [-5.1445, 2.1528, -3.2733], [-3.3812, 2.0298, -2.9470], [-4.6176, 2.1682, -0.8178], [-3.7861, 0.6390, -0.9879], [-7.3963, 0.2079, 0.0246], [-6.4831, 1.6594, 0.4873], [-5.7724, 0.0836, 0.7699], [-0.0390, -1.6983, -8.4251], [-1.1374, -2.4002, -7.6364], [-0.6100, -2.8863, -6.2899], [-2.1863, -1.4854, -7.3647], [-0.4974, -1.4061, -9.3742], [0.7796, -2.3898, -8.6285], [0.3214, -0.8109, -7.9090], [-1.4704, -3.3075, -8.1554], [0.2824, -3.5028, -6.4083], [-1.2950, -3.5076, -5.7119], [-0.3964, -2.0102, -5.6727], [-2.6814, -1.2845, -8.1648], [-3.4348, -0.6883, 5.3173], [-3.9806, 0.4461, 4.4915], [-3.4213, 0.5000, 3.0799], [-5.4041, 0.2644, 4.3488], [-4.0156, -0.7923, 6.2379], [-2.4498, -0.4467, 5.7165], [-3.4272, -1.6503, 4.8056], [-3.7765, 1.3878, 5.0098], [-3.9059, 1.2414, 2.4382], [-3.6029, -0.4615, 2.5928], [-2.3486, 0.6963, 3.0265], [-5.7391, 1.0224, 3.8598], [3.4230, 1.5069, -4.4628], [3.3559, -0.0193, -4.6131], [2.1922, -0.4267, -5.5141], [4.6034, -0.5209, -5.0993], [2.7279, 1.7501, -3.6575], [3.0667, 2.0211, -5.3559], [4.4423, 1.8153, -4.2440], [3.2423, -0.4474, -3.6087], [2.3065, -1.4754, -5.8130], [2.3377, 0.1096, -6.4573], [1.1813, -0.2796, -5.1431], [4.4276, -1.4300, -5.3707], [-1.5425, -5.8441, -4.3023], [-1.1175, -5.2277, -2.9835], [-2.1632, -5.5276, -1.8985], [0.1087, -5.7787, -2.5812], [-1.7089, -6.9168, -4.1864], [-0.7260, -5.7563, -5.0205], [-2.4464, -5.3414, -4.6431], [-1.0796, -4.1330, -3.0790], [-2.0794, -4.9382, -0.9783], [-2.0685, -6.5715, -1.5889], [-3.2176, -5.3913, -2.1679], [0.5170, -5.2192, -1.8921], [-0.8139, 1.7982, 5.4161], [0.0527, 1.4891, 6.6284], [0.7269, 2.7355, 7.1970], [-0.6945, 0.8212, 7.6408], [-1.6915, 2.3721, 5.7170], [-1.0519, 0.8646, 4.9136], [-0.2840, 2.4147, 4.6850], [0.8301, 0.7775, 6.3441], [1.2481, 2.5227, 8.1383], [0.0303, 3.5002, 7.5624], [1.4655, 3.1791, 6.5309], [-1.2041, 1.4846, 8.1197], [2.4098, -2.2552, 0.2266], [2.0769, -3.1377, -0.9930], [3.1975, -3.9864, -1.5150], [0.9498, -3.9517, -0.6514], [2.3876, -2.8764, 1.1204], [1.6658, -1.4646, 0.3211], [3.3727, -1.7690, 0.0552], [1.7809, -2.4586, -1.8007], [4.0421, -3.3474, -1.7852], [2.8908, -4.5284, -2.4116], [3.6112, -4.7278, -0.8269], [0.1132, -3.4338, -0.6817], [-1.3097, 4.2603, -3.6772], [-1.2977, 4.3324, -2.1654], [0.1146, 4.4677, -1.6015], [-2.0641, 5.4668, -1.7394], [-0.6590, 3.4524, -4.0305], [-0.7557, 5.1337, -4.0393], [-2.3127, 4.1862, -4.0850], [-1.7747, 3.4579, -1.7218], [0.5894, 5.2887, -2.1523], [0.7264, 3.5922, -1.8203], [0.0987, 4.6817, -0.5407], [-1.6011, 6.2640, -2.0186]], "forces_ev_per_angstrom": [[0.311, -0.153, 0.401], [0.225, 0.193, -0.127], [-0.249, -0.060, 0.297], [-0.321, 0.102, -0.030], [0.253, 0.056, -0.259], [0.345, -0.777, 0.479], [-0.719, 0.357, -0.145], [-0.482, 0.190, 0.042], [1.030, 0.026, -0.144], [-0.071, 0.268, 0.065], [-0.384, 0.007, -0.213], [-0.011, -0.271, -0.145], [-0.007, 0.030, -0.024], [0.062, -0.066, -0.226], [0.041, -0.133, 0.049], [0.037, 0.161, 0.028], [-0.007, 0.172, 0.009], [0.091, 0.248, -0.009], [0.021, 0.083, -0.114], [0.215, 0.021, -0.074], [0.057, -0.145, -0.016], [-0.395, -0.230, -0.046], [-0.229, -0.175, 0.005], [0.100, 0.156, 0.138], [0.311, -0.463, -0.664], [-0.151, 0.410, -0.147], [-0.942, -1.130, -0.156], [0.471, 0.491, -0.176], [0.040, -0.259, -0.066], [-0.368, 1.019, 0.298], [-0.794, -0.099, 0.145], [0.030, -0.132, 0.433], [-0.067, -0.070, -0.155], [-0.025, -0.087, 0.231], [0.118, 0.052, 0.312], [-0.112, 0.208, -0.001], [0.093, 0.338, 0.355], [0.348, 0.144, 0.077], [0.001, 0.066, -0.175], [0.075, -0.225, 0.264], [-0.029, -0.015, 0.020], [0.063, 0.032, -0.150], [0.314, -0.314, 0.042], [-0.019, -0.054, 0.274], [0.349, 0.180, -0.163], [0.132, -0.021, 0.149], [0.084, 0.013, -0.055], [-0.193, 0.092, 0.084], [0.155, 0.316, -0.371], [-0.218, -0.262, 0.453], [0.916, 0.202, 0.716], [-0.660, 0.167, -1.346], [-0.413, 0.414, -0.328], [0.271, -0.222, -0.013], [-0.588, 0.455, -0.044], [0.017, -0.325, -0.573], [0.502, 0.623, 0.829], [0.032, -0.059, 0.047], [-0.095, -0.029, -0.037], [-0.068, -0.110, 0.004], [-0.067, -0.135, 0.046], [-0.235, 0.221, -0.285], [0.347, -0.380, 0.555], [-0.021, 0.167, 0.076], [0.279, -0.383, 0.287], [0.158, -0.067, 0.117], [-0.355, -0.134, 0.061], [0.057, -0.063, 0.055], [0.394, -0.015, 0.060], [0.059, -0.046, -0.025], [-0.604, -0.190, 0.013], [0.172, -0.161, -0.237], [-0.698, -0.444, 0.561], [0.129, -0.285, 0.303], [-1.661, 0.986, -0.154], [0.768, -0.085, 0.414], [0.201, -0.058, 0.404], [-0.535, -0.832, -0.993], [0.220, 0.957, 0.826], [-0.291, -0.173, -0.861], [0.462, -0.061, 0.550], [-0.113, 0.081, -0.297], [0.301, 0.419, -0.063], [0.098, 0.048, -0.115], [-1.302, 0.576, 1.830], [0.135, -0.179, -0.077], [-0.332, -0.491, -0.309], [0.043, 0.180, 0.393], [0.037, -0.053, -0.086], [0.130, 0.402, 0.317], [0.014, 0.253, 0.126], [0.058, 0.117, -0.073], [-0.073, -0.329, 0.039], [0.015, -0.073, 0.001], [-0.004, 0.125, -0.305], [-0.140, -0.147, 0.035], [-0.600, -0.465, -0.413], [1.119, -0.615, 0.575], [-0.053, 0.276, 0.241], [1.758, -0.869, -1.832], [0.351, 0.177, -0.105], [0.075, 0.127, -0.026], [0.017, -0.027, 0.093], [-0.315, 0.340, -0.345], [0.141, 0.232, -0.120], [-0.349, 0.124, -0.253], [0.307, -0.340, -0.370], [0.204, -0.043, -0.373], [-0.030, 0.026, 0.883], [-0.462, 0.151, -0.822], [0.444, -0.206, -0.366], [0.141, -0.015, 0.488], [-0.305, -0.071, -0.206], [0.204, -0.111, -0.393], [0.001, 0.065, -0.144], [-0.084, 0.042, 0.063], [-0.116, 0.195, 0.288], [0.073, -0.063, 0.078], [-0.018, -0.054, 0.142], [-0.041, -0.040, -0.003], [-0.239, -0.709, -0.049], [-0.283, 0.198, 0.662], [0.877, -0.354, -0.915], [-0.310, 0.113, -0.503], [0.343, 0.338, 0.065], [0.169, -0.037, -0.129], [-0.070, 0.116, 0.222], [-0.311, 0.056, -0.050], [-0.217, -0.126, 0.312], [-0.275, 0.158, 0.013], [0.261, 0.178, 0.189], [0.256, 0.066, 0.011], [0.546, -0.088, 0.197], [-0.986, -0.043, 0.830], [-0.657, -0.225, 0.565], [0.565, 0.028, -0.360], [-0.228, 0.047, 0.112], [-0.147, 0.220, -0.151], [-0.006, -0.180, -0.234], [0.311, -0.108, -0.197], [0.532, 0.119, -0.149], [0.094, -0.017, -0.121], [0.183, 0.078, -0.517], [-0.205, -0.014, 0.028], [0.521, 0.112, -0.081], [0.278, 0.607, 0.208], [0.233, 0.087, 0.983], [-0.099, -0.074, -0.033], [-0.190, -0.244, -0.037], [-0.433, 0.105, 0.038], [0.163, -0.014, 0.121], [0.033, -0.051, -0.027], [0.229, -0.494, -0.280], [-0.333, 0.025, -0.684], [-0.171, 0.044, -0.168], [-0.032, -0.044, -0.036], [0.117, -0.267, -0.856], [-0.835, 0.819, 0.615], [0.660, -0.344, -0.180], [-0.064, -0.619, -0.158], [0.282, 0.076, 0.108], [-0.112, -0.049, 0.119], [0.065, -0.057, 0.342], [0.044, -0.002, -0.068], [-0.092, 0.078, -0.088], [-0.080, 0.046, 0.003], [-0.348, 0.085, 0.283], [0.437, 0.367, -0.155], [1.111, -0.142, 0.059], [0.248, 0.475, 0.372], [-0.063, 0.040, -1.000], [-0.310, -0.296, 0.126], [-0.411, -0.314, 0.037], [-0.527, 0.258, -0.165], [0.021, 0.072, -0.122], [-0.232, 0.035, 0.033], [0.088, 0.146, 0.261], [-0.050, -0.107, 0.285], [0.003, -0.122, 0.035], [0.040, -0.042, -0.040]], "mulliken_charge": [-0.800, -0.266, -0.606, -0.107, -0.399, -0.081, -0.819, -0.298, -0.722, 0.327, 0.257, 0.317, 0.302, 0.378, 0.286, -0.049, 0.367, 0.436, -0.168, 0.404, 0.489, 0.311, 0.243, 0.246, -0.706, 0.751, -1.504, -0.227, 2.461, -2.350, -0.112, -0.203, -0.486, -0.198, 0.279, 0.238, 0.423, 0.460, -0.502, 0.669, -0.609, -0.021, 0.691, -0.277, 0.870, 0.351, 0.386, -0.558, -0.090, -0.029, -0.387, -0.685, -0.381, -0.722, -0.661, -0.236, -0.765, 0.341, -0.439, 0.170, 0.302, 0.153, 0.508, 0.135, 0.322, 0.431, 0.278, 0.395, 0.430, 0.289, 0.228, 0.318, -0.097, -0.519, 1.500, -1.116, 0.162, -0.568, 0.309, -0.409, -0.691, 0.343, -0.283, 0.232, 0.095, -0.879, 0.464, 0.293, 0.232, 0.526, -0.059, 0.556, -0.516, 0.311, 0.300, 0.209, -1.371, 0.208, -0.018, -0.454, 0.439, 0.395, 0.207, 0.267, 0.692, -0.226, -0.325, 0.295, -1.145, 0.553, -0.435, -0.639, 0.421, 0.192, 0.206, 0.164, 0.532, 0.099, -0.243, 0.340, -1.152, 1.026, -1.093, -0.611, 0.104, 0.269, 0.406, -0.175, 0.414, 0.488, 0.047, 0.343, -1.487, 2.626, -1.295, -0.722, 0.453, 0.327, 0.135, -1.499, 0.139, 0.384, 0.337, 0.454, 0.224, 1.188, -1.564, -0.577, 0.490, -0.624, -0.219, -0.518, 0.448, 0.424, 0.340, 0.391, -1.067, 2.762, -1.816, -0.904, 0.273, -0.099, 0.487, -1.341, 0.392, 0.452, 0.376, 0.281, -1.208, 1.182, -1.253, -0.616, 0.111, 0.504, 0.301, -0.250, 0.466, 0.143, 0.200, 0.373], "e_homo_ev": -8.6, "total_energy_ha": -3131.51275, "relative_energy_ev": 1.421, "max_force_ev_per_a": 2.7, "spin_multiplicity": 1, "lumo_ev": 0.511}